Below is a 3-piece molecular cluster, H2N2O3S2 overall in a non-equilibrium geometry, with properties calculated with ωB97M-V/def2-TZVPD.

Last column: Mulliken charge in e.
CARTESIAN COORDINATES (ANGSTROEM)
N: 0.05531 -0.29174 4.09791  0.314
N: 1.39610 -1.38453 2.40823  0.331
O: -0.09588 -0.26045 5.26252  -0.209
O: 0.89045 -0.56110 1.65810  -0.342
O: 1.05791 -1.30411 3.72607  -0.102
S: -2.15019 2.08247 7.90079  -0.839
S: -0.31735 0.44238 -16.74125  -0.956
H: -1.73665 0.94473 7.67088  -0.153
H: 0.90030 0.33236 -15.98324  -0.044

Output
Energy relative to the best compared isomer or geometry (same formula, charge and spin) (kcal/mol): 19.01
Total energy (eV): -30820.3972
2S+1: 1
Net charge: -2

Below is C19H13N7O7ReS as an isolated structure, with properties calculated with ωB97M-V/def2-TZVPD.

Last column: Mulliken charge in e.
CARTESIAN COORDINATES (ANGSTROEM)
Re: -0.75185 0.77818 0.39983  1.364
N: 0.83024 4.44276 -1.23689  -0.361
C: 0.36504 3.21576 -1.04655  0.644
S: -0.84079 3.03503 0.27510  -0.289
N: 0.75894 2.22223 -1.78309  -1.087
N: 0.11892 1.05687 -1.45536  0.670
C: 0.04921 0.08836 -2.33485  0.783
C: 0.77084 0.05562 -3.59736  0.376
C: 0.10454 -0.26114 -4.78891  -0.279
C: 0.80332 -0.27967 -5.98156  -0.889
C: 2.16790 -0.01668 -5.98984  -0.384
C: 2.83409 0.29305 -4.80980  -0.805
C: 2.13873 0.35231 -3.61792  -0.171
C: -0.95718 -0.92132 -1.95508  0.418
C: -1.21918 -2.09139 -2.63477  -0.602
C: -2.29513 -2.87993 -2.23222  -0.523
C: -3.07627 -2.48310 -1.16026  -0.778
C: -2.72554 -1.33725 -0.47088  -0.094
N: -1.68861 -0.58208 -0.85696  -0.528
H: 0.50545 5.22485 -0.69324  0.210
H: 1.49217 4.61165 -1.97995  0.252
H: -0.96318 -0.43864 -4.79453  0.619
H: 0.28520 -0.49562 -6.90553  0.424
H: 2.71452 -0.04737 -6.92274  0.431
H: 3.89588 0.49611 -4.82386  0.420
H: 2.65269 0.60536 -2.70109  0.449
H: -0.59594 -2.37835 -3.46815  0.666
H: -2.51920 -3.79677 -2.76118  0.489
H: -3.93039 -3.05971 -0.83564  0.450
H: -3.26797 -1.01009 0.40775  0.521
O: 1.95624 -2.36303 6.67851  -0.581
N: 1.34883 -1.32866 6.82130  1.056
O: 1.13385 -0.74359 7.85292  -0.569
C: 0.70595 -0.77184 5.60197  -0.560
C: 0.89363 -1.42059 4.41024  -0.531
C: 0.29409 -0.87494 3.27700  0.238
C: -0.50697 0.28802 3.32783  1.159
O: -1.16647 0.73242 2.27403  -0.837
C: -0.62967 0.91261 4.57696  -0.203
C: -0.04892 0.38499 5.70927  -0.440
N: -1.38328 2.17799 4.70469  0.960
O: -1.85561 2.41313 5.78597  -0.520
O: -1.44272 2.88093 3.71694  -0.539
N: 0.50809 -1.57130 2.03803  0.819
O: 0.92701 -2.67982 2.03386  -0.470
O: 0.28724 -0.99214 0.91087  -0.652
H: 1.49753 -2.31675 4.36764  0.632
H: -0.17528 0.87352 6.66751  0.641

Output
Energy relative to the best compared isomer or geometry (same formula, charge and spin) (kcal/mol): 6.28
Total energy (eV): -57617.8989
2S+1: 4
Net charge: +2

Below is an isolated ion of composition C6H11N2 and charge +1 in a non-equilibrium geometry, with properties calculated with ωB97M-V/def2-TZVPD.

Last column: Mulliken charge in e.
CARTESIAN COORDINATES (ANGSTROEM)
C: -0.57899 -0.69634 -2.54240  -1.684
C: 0.05705 -0.35660 -1.25792  0.409
C: 1.35361 -0.60755 -0.97434  -0.289
N: 1.86206 -0.39769 0.34497  -0.078
C: 1.13395 0.18675 1.29742  0.072
N: -0.17146 0.35822 1.15742  0.113
C: -0.78031 1.08216 2.17266  -0.813
C: -0.81540 0.02554 -0.11784  -0.400
H: -1.43002 -1.34085 -2.47541  0.386
H: 0.00703 -1.23926 -3.27909  0.376
H: -1.00498 0.10657 -3.00758  0.437
H: 2.20233 -0.67822 -1.60201  0.406
H: 2.70141 -0.75819 0.64439  0.211
H: 1.40842 0.37917 2.34779  0.272
H: -1.20720 2.04232 1.97138  0.345
H: -1.71131 0.58337 2.54100  0.346
H: -0.01030 1.12477 3.05847  0.239
H: -1.34985 0.94700 -0.44004  0.346
H: -1.66604 -0.76118 0.16111  0.304

Output
Energy relative to the best compared isomer or geometry (same formula, charge and spin) (kcal/mol): 43.20
Total energy (eV): -9372.8611
SMILES string: CC1=C[NH+]=CN(C)C1
2S+1: 1
Net charge: +1

Below is one molecule with the formula C4H5N3, with properties calculated with ωB97M-V/def2-TZVPD.

Last column: Mulliken charge in e.
CARTESIAN COORDINATES (ANGSTROEM)
N: -1.94661 -0.03164 0.03163  -0.557
C: -0.54727 0.15133 -0.03749  0.876
C: -0.03438 1.43388 -0.40309  -0.367
N: 0.26033 1.25595 0.80645  -0.509
C: 2.48664 -0.65590 0.57252  -0.280
N: 1.45119 -1.09832 0.06770  -0.060
C: 0.20388 -1.13023 -0.18865  -0.483
H: -2.47725 0.82878 0.05765  0.223
H: -2.27344 -0.69025 0.72681  0.228
H: -0.05475 2.24385 -1.12561  0.325
H: 3.24319 -0.24301 -0.10726  0.212
H: -0.31152 -2.06444 -0.40065  0.391

Output
Energy relative to the best compared isomer or geometry (same formula, charge and spin) (kcal/mol): 121.32
Total energy (eV): -8694.5516
2S+1: 1
Net charge: 0

Q: Among the records above, which one has the highest net charge?
A: C19H13N7O7ReS

What did the fourth record say?
Below is one molecule with the formula C4H5N3, with properties calculated with ωB97M-V/def2-TZVPD.

Last column: Mulliken charge in e.
CARTESIAN COORDINATES (ANGSTROEM)
N: -1.94661 -0.03164 0.03163  -0.557
C: -0.54727 0.15133 -0.03749  0.876
C: -0.03438 1.43388 -0.40309  -0.367
N: 0.26033 1.25595 0.80645  -0.509
C: 2.48664 -0.65590 0.57252  -0.280
N: 1.45119 -1.09832 0.06770  -0.060
C: 0.20388 -1.13023 -0.18865  -0.483
H: -2.47725 0.82878 0.05765  0.223
H: -2.27344 -0.69025 0.72681  0.228
H: -0.05475 2.24385 -1.12561  0.325
H: 3.24319 -0.24301 -0.10726  0.212
H: -0.31152 -2.06444 -0.40065  0.391

Output
Energy relative to the best compared isomer or geometry (same formula, charge and spin) (kcal/mol): 121.32
Total energy (eV): -8694.5516
2S+1: 1
Net charge: 0

Copy entry 1 word for word.
Below is a 3-piece molecular cluster, H2N2O3S2 overall in a non-equilibrium geometry, with properties calculated with ωB97M-V/def2-TZVPD.

Last column: Mulliken charge in e.
CARTESIAN COORDINATES (ANGSTROEM)
N: 0.05531 -0.29174 4.09791  0.314
N: 1.39610 -1.38453 2.40823  0.331
O: -0.09588 -0.26045 5.26252  -0.209
O: 0.89045 -0.56110 1.65810  -0.342
O: 1.05791 -1.30411 3.72607  -0.102
S: -2.15019 2.08247 7.90079  -0.839
S: -0.31735 0.44238 -16.74125  -0.956
H: -1.73665 0.94473 7.67088  -0.153
H: 0.90030 0.33236 -15.98324  -0.044

Output
Energy relative to the best compared isomer or geometry (same formula, charge and spin) (kcal/mol): 19.01
Total energy (eV): -30820.3972
2S+1: 1
Net charge: -2